Entry 1:
{"formula": "C54H64BN5P3Ti", "method": "the ωB97M-V functional and the def2-TZVPD basis", "spin_multiplicity": 1, "max_force_ev_per_a": 2.7, "de_lowest_kcal_mol": 28.0, "homo_energy_ha": [-0.086, -0.086], "charge": -1, "species": ["Ti", "C", "C", "C", "P", "C", "C", "C", "C", "C", "C", "C", "C", "C", "C", "N", "C", "C", "C", "C", "C", "C", "C", "P", "C", "C", "C", "C", "C", "C", "H", "H", "H", "H", "H", "H", "H", "H", "H", "H", "H", "H", "H", "H", "H", "H", "H", "H", "H", "H", "H", "H", "H", "H", "H", "H", "H", "H", "H", "H", "H", "H", "H", "H", "H", "H", "H", "H", "H", "H", "B", "N", "C", "C", "C", "N", "N", "C", "C", "C", "N", "H", "H", "H", "H", "H", "H", "H", "H", "C", "C", "C", "C", "C", "C", "P", "C", "C", "C", "C", "C", "C", "C", "C", "C", "C", "C", "C", "C", "C", "C", "C", "H", "H", "H", "H", "H", "H", "H", "H", "H", "H", "H", "H", "H", "H", "H", "H"], "xyz": [[-0.704, 0.565, 0.225], [-0.717, -3.726, 3.727], [-0.088, -4.096, 2.382], [-0.278, -5.600, 2.193], [-0.658, -2.897, 0.972], [-1.835, -3.982, -0.021], [-1.698, -3.656, -1.503], [-3.231, -3.631, 0.488], [0.869, -2.963, -0.016], [1.401, -4.179, -0.429], [2.715, -4.316, -0.840], [3.293, -5.643, -1.240], [3.516, -3.179, -0.762], [2.993, -1.954, -0.430], [1.620, -1.763, -0.127], [1.084, -0.539, 0.134], [1.999, 0.523, 0.117], [2.697, 0.935, -1.017], [3.661, 1.921, -0.933], [3.977, 2.504, 0.289], [5.038, 3.563, 0.390], [3.284, 2.102, 1.425], [2.296, 1.131, 1.356], [1.125, 0.547, 2.630], [1.132, 1.843, 4.005], [2.378, 2.172, 4.825], [0.527, 3.123, 3.429], [2.097, -0.906, 3.367], [3.614, -0.832, 3.246], [1.648, -1.201, 4.796], [-0.275, -4.339, 4.514], [-1.789, -3.909, 3.721], [-0.545, -2.687, 3.981], [0.993, -3.902, 2.450], [-1.334, -5.860, 2.172], [0.174, -6.119, 3.041], [0.202, -5.973, 1.296], [-1.644, -5.046, 0.141], [-1.606, -2.580, -1.637], [-2.576, -3.996, -2.050], [-0.817, -4.119, -1.942], [-3.388, -2.560, 0.374], [-3.338, -3.880, 1.544], [-4.000, -4.152, -0.078], [0.762, -5.051, -0.417], [2.572, -6.239, -1.796], [3.592, -6.215, -0.359], [4.177, -5.504, -1.861], [4.578, -3.257, -0.969], [3.668, -1.112, -0.371], [2.502, 0.444, -1.958], [4.195, 2.220, -1.825], [5.767, 3.461, -0.411], [5.558, 3.503, 1.345], [4.592, 4.556, 0.311], [3.543, 2.549, 2.373], [0.388, 1.412, 4.694], [3.060, 2.814, 4.276], [2.918, 1.282, 5.131], [2.077, 2.706, 5.727], [1.239, 3.630, 2.780], [0.243, 3.806, 4.231], [-0.358, 2.898, 2.834], [1.761, -1.741, 2.736], [4.025, 0.049, 3.731], [3.909, -0.813, 2.200], [4.059, -1.714, 3.706], [2.108, -0.526, 5.512], [1.924, -2.218, 5.076], [0.569, -1.099, 4.890], [-2.877, 2.823, 1.439], [-1.896, 2.852, 0.250], [-1.201, 3.860, -1.839], [0.214, 3.784, -1.377], [0.396, 3.145, -0.190], [-0.580, 2.517, 0.504], [-2.527, 1.610, 2.314], [-3.015, 1.414, 3.541], [-2.617, 0.163, 3.977], [-1.871, -0.340, 2.918], [-1.831, 0.546, 1.920], [-3.991, 2.688, 1.018], [-2.770, 3.819, 2.115], [-1.378, 4.733, -2.482], [1.011, 4.325, -1.866], [1.386, 3.076, 0.237], [-3.610, 2.169, 4.018], [-2.834, -0.303, 4.920], [-1.373, -1.283, 2.824], [-4.172, 4.160, -1.933], [-3.921, 3.215, -2.944], [-2.799, 2.404, -3.112], [-1.564, 2.587, -2.543], [-2.042, 4.047, -0.551], [-3.428, 4.482, -0.840], [-0.245, 1.337, -2.449], [0.770, 1.810, -3.926], [0.560, 3.040, -4.543], [1.367, 3.473, -5.576], [2.419, 2.684, -6.011], [2.627, 1.445, -5.426], [1.816, 1.014, -4.393], [-1.164, -0.055, -3.185], [-1.047, -0.501, -4.481], [-2.007, -1.360, -5.027], [-3.124, -1.674, -4.307], [-3.289, -1.209, -2.987], [-4.480, -1.444, -2.278], [-4.622, -0.923, -1.021], [-3.552, -0.273, -0.383], [-2.316, -0.073, -0.984], [-2.244, -0.471, -2.359], [-5.143, 4.644, -2.004], [-4.751, 3.013, -3.614], [-2.942, 1.548, -3.763], [-1.552, 4.871, 0.021], [-3.831, 5.197, -0.135], [-0.263, 3.652, -4.207], [1.181, 4.438, -6.031], [3.062, 3.029, -6.810], [3.439, 0.818, -5.772], [1.983, 0.037, -3.957], [-0.238, -0.163, -5.112], [-1.882, -1.732, -6.036], [-3.928, -2.239, -4.758], [-5.265, -2.027, -2.745], [-5.551, -1.057, -0.480], [-3.737, 0.070, 0.632]], "atomic_forces_ev_per_a": [[0.8, 1.5, -0.9], [0.2, 0.1, -0.2], [-0.1, 0.3, 0.0], [0.2, 0.2, -0.1], [0.1, -1.2, -0.2], [0.1, 0.3, 0.2], [0.1, 0.0, 0.1], [0.1, -0.1, 0.0], [-0.2, 0.5, 0.2], [0.3, 0.1, -0.1], [0.1, 0.0, 0.0], [0.0, 0.0, 0.1], [-0.1, -0.2, -0.1], [0.0, 0.4, 0.1], [0.4, -1.3, -0.2], [-1.0, 0.5, -0.4], [1.1, 0.6, 0.5], [-0.2, 0.0, 0.0], [-0.1, -0.1, 0.1], [0.0, 0.1, 0.1], [-0.1, 0.0, 0.0], [0.1, 0.0, -0.1], [-0.5, -0.2, -0.3], [1.2, 0.3, 1.0], [-0.1, -0.2, -0.2], [-0.1, -0.2, -0.1], [-0.2, -0.2, 0.1], [-0.3, 0.1, -0.3], [-0.2, -0.1, -0.1], [-0.1, 0.1, -0.2], [0.0, 0.0, 0.1], [-0.2, 0.0, 0.0], [0.0, 0.1, 0.1], [-0.2, 0.0, -0.1], [-0.1, -0.1, 0.0], [0.0, -0.1, 0.1], [0.0, -0.1, -0.1], [0.1, 0.1, 0.0], [0.0, -0.1, -0.1], [-0.1, 0.0, -0.1], [0.1, 0.0, 0.0], [-0.1, -0.1, 0.1], [-0.1, 0.0, 0.2], [-0.1, -0.1, 0.0], [0.0, -0.1, 0.0], [0.0, -0.1, -0.1], [0.0, -0.1, 0.0], [0.1, -0.1, -0.1], [0.0, 0.0, -0.1], [0.0, 0.0, -0.1], [0.0, 0.0, 0.0], [0.0, 0.0, -0.1], [0.1, 0.0, 0.0], [0.0, 0.0, 0.0], [0.0, 0.1, 0.0], [0.0, 0.1, 0.1], [0.1, 0.0, -0.1], [0.1, 0.1, 0.0], [0.1, 0.0, 0.1], [0.0, 0.1, 0.1], [0.0, 0.1, -0.1], [0.0, 0.1, 0.1], [0.0, 0.2, 0.1], [0.0, 0.1, 0.0], [0.1, 0.1, 0.1], [0.1, 0.0, -0.1], [0.1, -0.1, 0.1], [0.0, 0.1, 0.1], [0.0, -0.1, 0.0], [-0.1, 0.0, 0.1], [0.2, 0.3, -0.6], [-0.4, -1.0, 0.4], [-0.1, -0.1, -0.1], [-0.1, 0.1, 1.3], [1.6, 1.7, -1.4], [-0.2, -1.3, 0.4], [-0.5, 0.3, 0.9], [0.2, 0.1, -0.3], [0.2, -0.3, -0.2], [-0.4, -0.3, 0.5], [-0.8, -0.6, 0.8], [-0.2, 0.0, 0.0], [0.0, 0.2, 0.4], [0.0, -0.1, 0.0], [0.2, -0.1, 0.0], [0.0, -0.1, 0.0], [-0.1, 0.2, 0.0], [0.0, -0.1, 0.1], [0.0, 0.1, 0.0], [0.2, 0.2, 0.7], [0.0, -0.6, -0.8], [-0.3, 0.2, -0.1], [0.9, -0.4, 0.4], [0.0, 0.9, -0.6], [-0.2, 0.2, -0.1], [-1.5, 0.3, -1.0], [0.7, -0.1, 0.4], [-0.2, -0.1, 0.2], [0.2, 0.0, -0.2], [0.0, 0.0, -0.1], [0.3, 0.0, -0.2], [-0.1, 0.1, 0.2], [0.2, -0.1, -0.3], [0.2, 0.1, 0.5], [-0.3, -0.3, -0.1], [0.0, 0.1, -0.2], [0.3, 0.3, 0.3], [-0.2, 0.0, 0.4], [-0.2, -0.2, -0.4], [0.3, 0.3, 0.2], [-0.7, -0.6, 0.1], [-0.1, -0.2, -0.4], [0.0, 0.0, 0.1], [0.0, 0.0, 0.0], [0.0, 0.0, -0.1], [-0.2, -0.3, 0.0], [-0.1, 0.1, 0.0], [-0.1, 0.0, 0.1], [0.0, 0.0, 0.0], [0.1, 0.0, -0.1], [0.0, -0.1, 0.0], [0.0, -0.1, 0.0], [0.0, 0.1, 0.0], [0.0, 0.0, -0.1], [-0.1, -0.1, 0.0], [-0.1, 0.1, 0.0], [0.0, 0.0, 0.0], [0.1, -0.1, -0.1]], "mulliken_charge": [-2.153, -1.371, 1.041, -1.762, 1.106, 0.636, -1.642, -1.879, 0.014, -0.197, 0.451, -1.698, -1.576, -0.460, -1.511, 0.683, -0.386, 0.047, -1.405, 0.899, -1.738, -0.512, -0.184, 2.848, 0.138, -1.664, -0.962, 2.058, -1.578, -1.735, 0.446, 0.322, 0.011, 0.206, 0.350, 0.486, 0.281, 0.747, 0.179, 0.575, 0.413, 0.294, 0.353, 0.474, 0.546, 0.409, 0.272, 0.423, 0.362, 0.547, 0.845, 0.380, 0.406, 0.404, 0.292, 0.209, 0.564, 0.289, 0.256, 0.467, 0.116, 0.595, 0.048, -1.490, 0.230, 0.188, 0.552, 0.348, 0.447, 0.332, 0.192, 1.094, 0.529, -1.978, -0.032, -0.179, -0.510, -0.599, -1.278, -0.508, 1.552, -0.167, -0.289, 0.507, 0.240, 0.674, 0.525, 0.494, -0.275, -0.185, -1.111, -0.031, -0.266, -0.403, -1.700, 2.326, 0.955, -1.156, -0.714, -0.698, -0.767, 0.052, -0.598, -0.383, -1.137, -1.067, 1.652, -1.067, -0.656, -1.132, 3.079, -0.260, 0.318, 0.262, 0.348, 0.415, 0.461, 0.259, 0.439, 0.371, 0.432, 0.468, 0.455, 0.369, 0.394, 0.321, 0.317, -0.039]}

=====

Entry 2:
{"formula": "C3H11N2O", "method": "the ωB97M-V functional and the def2-TZVPD basis", "spin_multiplicity": 1, "max_force_ev_per_a": 5.0, "de_lowest_kcal_mol": 72.6, "smiles": "C[NH+](C)[C@@H](N)O", "homo_energy_ha": -0.536, "charge": 1, "species": ["C", "N", "C", "C", "N", "O", "H", "H", "H", "H", "H", "H", "H", "H", "H", "H", "H"], "xyz": [[-1.654, 0.504, 0.607], [-0.179, 0.282, 0.532], [0.351, -1.043, 1.238], [0.254, 0.312, -0.887], [1.971, 0.311, -0.898], [-0.038, -0.702, -1.774], [-2.167, -0.479, 0.223], [-1.928, 0.826, 1.699], [-1.943, 1.226, -0.101], [0.300, 1.083, 1.084], [1.410, -0.856, 1.004], [-0.011, -1.067, 2.255], [-0.035, -1.884, 0.647], [-0.270, 1.277, -1.217], [2.233, 1.187, -1.369], [2.175, -0.430, -1.523], [-0.830, -0.724, -2.300]], "atomic_forces_ev_per_a": [[-1.0, -2.5, 1.9], [0.4, -0.9, 2.1], [-0.3, 1.5, -2.0], [3.2, 2.3, -2.8], [-4.4, 1.9, 1.2], [0.8, -0.9, 1.9], [0.9, 1.7, 1.3], [0.3, -0.9, -2.2], [-0.2, 1.3, -0.6], [-0.7, -1.5, -1.6], [-0.1, -0.8, 1.0], [0.3, 0.1, 0.2], [0.1, 0.3, 0.3], [1.5, -1.0, 0.0], [-0.1, -0.5, 0.3], [0.1, -0.9, -0.8], [-0.8, 0.7, 0.0]], "nbo_charge": [-0.436, -0.405, -0.405, 0.395, -0.832, -0.712, 0.242, 0.260, 0.226, 0.463, 0.265, 0.239, 0.237, 0.178, 0.384, 0.382, 0.520]}

=====

Entry 3:
{"formula": "C8H9GaO6P", "method": "the ωB97M-V functional and the def2-TZVPD basis", "spin_multiplicity": 1, "max_force_ev_per_a": 9.0, "homo_energy_ha": -0.760, "charge": 3, "species": ["O", "C", "Ga", "O", "C", "C", "O", "C", "O", "C", "O", "C", "P", "C", "C", "O", "H", "H", "H", "H", "H", "H", "H", "H", "H"], "xyz": [[0.000, -0.001, -4.021], [0.000, -0.001, -2.878], [0.005, 0.002, -0.026], [-1.580, -2.663, 0.097], [-0.999, -1.683, -0.007], [0.998, 1.682, -0.005], [1.579, 2.663, 0.094], [-1.683, 0.998, -0.007], [-2.663, 1.580, 0.096], [1.682, -0.997, -0.004], [2.663, -1.579, 0.097], [0.940, 0.290, 5.227], [0.373, 0.118, 3.454], [0.038, -1.651, 3.755], [-0.947, 1.397, 3.762], [0.068, 0.012, 1.998], [0.207, 0.939, 5.774], [1.940, 0.719, 5.292], [0.928, -0.713, 5.719], [-0.258, -1.828, 4.788], [-0.744, -1.967, 3.055], [0.977, -2.238, 3.530], [-0.443, 2.341, 4.010], [-1.515, 1.523, 2.859], [-1.569, 1.058, 4.566]], "atomic_forces_ev_per_a": [[0.0, 0.0, 3.9], [0.0, 0.0, -3.3], [0.2, 0.0, 1.7], [2.4, 4.0, -0.4], [-3.8, -6.5, 0.3], [3.8, 6.5, 0.0], [-2.3, -3.9, -0.3], [-6.5, 3.9, 0.3], [4.0, -2.4, -0.4], [6.4, -3.8, 0.0], [-3.9, 2.3, -0.3], [2.8, 0.7, 1.2], [-5.3, -1.3, 7.1], [0.0, -0.4, -0.7], [1.2, -0.4, -0.7], [2.0, 0.6, -8.0], [0.6, -0.3, -1.0], [0.0, 0.1, 0.6], [0.4, 0.9, -0.8], [-0.1, -0.3, -0.3], [0.1, -0.3, 0.3], [-0.8, 0.6, 0.4], [-0.2, -0.2, 0.2], [-0.5, 0.2, -0.2], [-0.4, 0.0, 0.5]], "nbo_charge": [-0.276, 0.503, 0.950, -0.155, 0.546, 0.541, -0.165, 0.545, -0.156, 0.542, -0.166, -0.867, 1.830, -0.978, -0.945, -1.158, 0.302, 0.280, 0.286, 0.285, 0.218, 0.277, 0.276, 0.199, 0.287]}

=====

Entry 4:
{"formula": "C36H32O4S2", "method": "the ωB97M-V functional and the def2-TZVPD basis", "spin_multiplicity": 1, "max_force_ev_per_a": 7.3, "homo_energy_ha": -0.277, "species": ["C", "C", "C", "C", "C", "C", "C", "C", "C", "C", "C", "C", "C", "C", "C", "C", "C", "H", "H", "H", "H", "H", "H", "H", "H", "H", "H", "H", "H", "H", "H", "H", "H", "H", "C", "C", "C", "C", "C", "S", "C", "C", "C", "C", "C", "C", "O", "O", "S", "C", "C", "C", "C", "C", "C", "O", "O", "C", "C", "H", "H", "H", "H", "H", "H", "H", "H", "H", "H", "H", "H", "H", "H", "H"], "xyz": [[5.233, -3.099, -2.868], [3.963, -2.460, -2.420], [3.922, -1.101, -2.172], [2.748, -0.488, -1.662], [1.615, -1.242, -1.275], [0.373, -0.511, -0.707], [-0.841, -1.160, -1.332], [-2.118, -0.606, -1.468], [-3.283, -1.281, -1.984], [-4.485, -0.545, -2.171], [-5.658, -1.162, -2.538], [-5.712, -2.549, -2.762], [-7.004, -3.231, -3.136], [-4.520, -3.284, -2.609], [-3.334, -2.682, -2.231], [1.659, -2.606, -1.685], [2.811, -3.200, -2.231], [5.128, -4.187, -2.998], [5.570, -2.684, -3.831], [6.067, -2.943, -2.163], [4.808, -0.498, -2.334], [2.738, 0.617, -1.697], [0.368, 0.758, -1.245], [-0.663, -1.975, -2.131], [-2.255, 0.466, -1.292], [-4.464, 0.523, -1.982], [-6.579, -0.583, -2.661], [-6.840, -4.309, -3.246], [-7.780, -3.079, -2.371], [-7.408, -2.849, -4.084], [-4.581, -4.362, -2.795], [-2.440, -3.286, -2.084], [0.728, -3.223, -1.609], [2.802, -4.266, -2.450], [0.342, -2.334, 3.963], [1.448, -2.275, 3.087], [1.369, -1.567, 1.897], [0.206, -0.831, 1.560], [0.369, 0.335, 0.594], [-0.862, 1.740, 1.003], [-0.740, 3.244, 0.054], [-0.923, 4.502, 0.624], [-0.795, 5.643, -0.195], [-0.520, 5.497, -1.562], [-0.385, 4.226, -2.118], [-0.508, 3.099, -1.307], [-2.238, 1.271, 0.808], [-0.310, 1.990, 2.347], [1.986, 1.252, 1.058], [2.265, 1.850, 2.731], [1.924, 3.143, 3.142], [2.128, 3.535, 4.460], [2.820, 2.692, 5.355], [3.324, 1.477, 4.872], [3.096, 1.087, 3.556], [3.087, 0.371, 0.682], [1.727, 2.389, 0.188], [-0.871, -0.858, 2.467], [-0.812, -1.605, 3.632], [0.375, -2.920, 4.863], [2.375, -2.785, 3.367], [2.321, -1.484, 1.325], [-1.143, 4.595, 1.689], [-0.905, 6.649, 0.228], [-0.408, 6.379, -2.210], [-0.177, 4.068, -3.183], [-0.414, 2.110, -1.732], [1.515, 3.874, 2.430], [1.747, 4.497, 4.819], [2.974, 2.984, 6.393], [3.902, 0.825, 5.537], [3.573, 0.195, 3.148], [-1.753, -0.179, 2.368], [-1.684, -1.594, 4.283]], "atomic_forces_ev_per_a": [[0.8, -0.5, -0.5], [0.2, -0.1, 0.3], [-1.4, 0.7, 0.7], [0.7, -0.2, -0.9], [1.1, 0.4, -0.9], [0.6, 5.3, -5.0], [-2.8, 0.6, -1.4], [3.1, -0.1, 0.2], [-1.3, -1.0, -0.7], [1.1, -0.3, 0.3], [-0.6, -0.6, -0.3], [0.5, 0.3, 0.2], [0.0, -0.1, 0.0], [-0.8, 0.0, -0.3], [0.1, 0.9, 0.3], [-0.9, 0.0, 0.6], [-0.9, 0.2, 0.6], [0.0, 0.4, 0.0], [-0.1, -0.1, 0.2], [-0.4, 0.0, -0.1], [-0.1, 0.1, -0.2], [-0.1, -0.8, 0.5], [0.6, -3.8, -0.4], [-0.1, 0.9, 2.2], [-0.1, -0.6, 0.7], [0.0, 0.0, 0.0], [0.3, -0.1, 0.1], [-0.1, 0.2, 0.0], [0.2, 0.0, -0.2], [0.1, -0.1, 0.2], [0.2, 0.4, 0.1], [-0.2, 0.1, 0.0], [1.2, 0.5, 0.2], [-0.1, 0.2, -0.1], [-0.1, 0.6, -1.1], [-0.9, -0.5, 0.6], [0.7, 0.1, -0.3], [-0.2, 1.3, 3.3], [0.1, -3.3, 2.1], [-0.8, -0.9, 1.6], [0.1, 0.0, -0.8], [0.2, 0.2, 0.0], [-0.1, -0.4, -0.1], [0.0, 0.2, 0.1], [-0.1, -0.4, 0.0], [-0.2, 0.6, -0.2], [1.5, 0.7, 0.4], [-1.7, 0.2, -1.5], [0.7, 0.0, -2.8], [1.1, 0.0, 0.4], [-0.5, 0.4, -0.3], [0.5, -0.2, 0.5], [-0.4, -0.3, -0.8], [0.1, 0.4, 0.4], [-0.4, -0.4, -0.2], [-0.6, 1.1, 1.5], [0.9, 0.4, 0.6], [-0.4, 0.5, 0.0], [0.4, -0.8, 0.1], [0.1, 0.0, 0.3], [-0.3, 0.2, -0.2], [-1.3, -0.1, 0.3], [0.1, 0.0, -0.3], [0.0, -0.5, -0.1], [-0.1, -0.4, 0.4], [-0.1, 0.3, 0.5], [0.0, 0.1, -0.2], [-0.1, -0.6, 0.3], [0.3, -0.3, -0.3], [-0.1, -0.1, -0.3], [-0.1, 0.3, -0.3], [-0.4, 0.1, 0.2], [1.0, -1.0, -0.2], [0.3, -0.1, 0.0]], "mulliken_charge": [-1.461, 1.190, -0.986, -0.111, -0.042, 1.906, -1.107, 0.365, 0.104, -0.712, -0.540, 1.027, -1.350, -0.813, -0.715, -0.260, -1.204, 0.348, 0.322, 0.306, 0.405, 0.303, -0.668, 0.332, -0.146, 0.367, 0.348, 0.342, 0.310, 0.304, 0.238, 0.451, 0.474, 0.298, -0.714, -0.937, -0.348, -0.180, 0.926, 1.306, 0.599, -0.345, -0.794, -0.464, -1.009, 0.135, -0.740, -0.625, 2.180, 0.125, -0.075, -0.702, -0.485, -0.667, -0.460, -0.746, -0.756, -0.307, -0.948, 0.427, 0.424, 0.483, 0.511, 0.383, 0.377, 0.417, 0.603, 0.375, 0.380, 0.394, 0.374, 0.457, 0.372, 0.433]}